Record 1
17
Properties=species:S:1:pos:R:3:mulliken_charge:R:1 method="wB97M-V/def2-TZVPD" homo_ha=-0.3009 smiles="C=CCNC.O" total_energy_ev=-7861.2967 relative_energy_kj_mol=314.2
C -0.039 2.145 -0.138 -0.602
C 0.070 1.203 -1.127 -0.577
C 0.890 0.032 -0.886 -0.424
N 0.186 -0.871 0.033 -0.126
C 1.078 -1.481 0.926 -1.038
H -0.602 3.079 -0.137 0.288
H 0.376 2.006 0.855 0.214
H -0.647 1.216 -1.849 0.488
H 0.923 -0.509 -1.845 0.203
H 1.958 0.271 -0.403 0.395
H -0.734 -1.343 -0.241 0.310
H 1.283 -0.821 1.824 0.257
H 0.915 -2.593 1.314 0.278
H 2.066 -1.637 0.484 0.349
O -2.703 -0.603 0.208 -0.673
H -3.075 -0.093 0.982 0.318
H -1.945 -0.001 0.000 0.339


Record 2
17
Properties=species:S:1:pos:R:3:mulliken_charge:R:1 method="wB97M-V/def2-TZVPD" homo_ha=-0.3078 smiles="C=C(N)CC.O" total_energy_ev=-7862.5267 relative_energy_kj_mol=195.6
C -1.084 -1.290 -1.388 -0.877
C -0.495 -0.072 -1.183 0.269
N 0.626 0.330 -1.926 -0.442
C -0.847 0.802 0.048 -0.025
C -1.686 0.028 1.076 -1.448
H -1.658 -1.560 -0.535 0.279
H -0.571 -1.951 -2.060 0.338
H 1.425 -0.189 -2.231 0.157
H 0.661 1.287 -2.244 0.190
H -1.427 1.708 -0.289 0.302
H 0.099 1.061 0.512 0.198
H -2.692 -0.339 0.793 0.353
H -1.082 -0.867 1.213 0.426
H -1.679 0.579 2.071 0.289
O 2.681 0.064 2.619 -0.632
H 3.093 -0.052 1.746 0.314
H 2.483 0.993 2.408 0.308


Record 3
17
Properties=species:S:1:pos:R:3:mulliken_charge:R:1 method="wB97M-V/def2-TZVPD" homo_ha=-0.3655 smiles="CC(N)=O.CC" total_energy_ev=-7863.8825 relative_energy_kj_mol=64.7
C 0.345 -1.414 -2.049 -1.016
C 0.185 -1.650 -0.555 0.538
N -1.109 -2.039 -0.180 -0.474
O 1.132 -1.751 0.174 -0.566
H 1.374 -1.131 -2.258 0.293
H -0.259 -0.572 -2.404 0.306
H 0.056 -2.303 -2.601 0.344
H -1.155 -2.111 0.825 0.286
H -1.849 -1.443 -0.530 0.274
C 0.661 2.335 1.319 -0.990
C -0.327 1.268 0.867 -0.567
H 1.119 3.073 0.663 0.321
H 0.229 2.960 2.112 0.296
H 1.439 1.916 1.970 0.271
H -0.356 0.910 -0.150 0.082
H -1.329 1.517 1.237 0.369
H -0.158 0.435 1.560 0.234


Record 4
17
Properties=species:S:1:pos:R:3:mulliken_charge:R:1 method="wB97M-V/def2-TZVPD" homo_ha=-0.3349 smiles="C=NCCC.O" total_energy_ev=-7861.3591 relative_energy_kj_mol=308.2
C -1.739 -0.706 1.267 -0.211
N -0.559 -0.484 0.709 -0.453
C -0.312 -0.974 -0.592 -0.696
C 0.750 0.048 -1.225 -0.465
C 2.058 -0.068 -0.400 -0.900
H -2.736 -0.678 0.734 0.273
H -1.814 -1.208 2.307 0.242
H 0.033 -1.990 -0.655 0.357
H -1.213 -1.031 -1.243 0.395
H 0.945 -0.167 -2.360 0.286
H 0.249 1.044 -1.170 0.307
H 3.022 -0.062 -0.958 0.344
H 2.000 0.776 0.310 0.199
H 2.267 -1.059 0.128 0.263
O -1.232 2.210 0.763 -0.640
H -0.699 1.418 1.026 0.393
H -1.022 2.931 1.358 0.306


Record 5
17
Properties=species:S:1:pos:R:3:mulliken_charge:R:1 method="wB97M-V/def2-TZVPD" homo_ha=-0.2840 smiles="C=C(C)NC.O" total_energy_ev=-7863.0662 relative_energy_kj_mol=143.5
C -0.474 -0.195 0.000 -1.160
C 0.531 -0.621 -0.772 1.075
C 0.316 -1.683 -1.813 -1.243
N 1.831 -0.166 -0.682 -0.263
C 2.228 0.920 0.183 -0.904
H -1.392 -0.739 0.107 0.241
H -0.368 0.527 0.793 0.213
H 1.118 -2.427 -1.834 0.338
H 0.402 -1.142 -2.751 0.281
H -0.642 -2.176 -1.692 0.323
H 2.558 -0.805 -0.945 0.221
H 1.400 1.572 0.430 0.301
H 3.025 1.486 -0.301 0.279
H 2.682 0.521 1.097 0.298
O -4.332 1.914 2.471 -0.634
H -3.772 1.161 2.681 0.313
H -5.112 1.854 3.029 0.321


Record 6
17
Properties=species:S:1:pos:R:3:mulliken_charge:R:1 method="wB97M-V/def2-TZVPD" homo_ha=-0.2891 smiles="CC(C)=CN.O" total_energy_ev=-7863.2598 relative_energy_kj_mol=124.8
C 0.902 1.217 -0.112 -1.530
C -0.310 0.295 -0.204 0.734
C -0.566 -0.408 -1.507 -1.319
C -1.238 0.379 0.761 -0.263
N -1.094 1.260 1.835 -0.438
H 1.574 0.973 -0.934 0.374
H 1.380 1.059 0.848 0.379
H 0.656 2.276 -0.251 0.380
H -1.403 0.007 -2.066 0.309
H -0.715 -1.491 -1.414 0.280
H 0.309 -0.355 -2.161 0.340
H -2.039 -0.337 0.903 0.374
H -1.709 1.203 2.631 0.204
H -0.731 2.149 1.596 0.178
O 1.907 -3.054 0.105 -0.650
H 1.788 -2.237 0.605 0.324
H 1.289 -2.936 -0.636 0.324


Record 7
17
Properties=species:S:1:pos:R:3:mulliken_charge:R:1 method="wB97M-V/def2-TZVPD" s2=0.756 spin_multiplicity=2 homo_ha="-0.5397 / -0.5316" charge=+1 total_energy_ev=-7853.4941 relative_energy_kj_mol=274.8
N -0.122 1.213 1.681 -0.479
C -0.948 1.233 0.407 -0.510
C 1.390 -0.754 -1.866 -1.171
C 0.912 -0.001 -0.692 0.146
C -0.319 0.563 -0.783 -0.247
H 0.770 1.459 1.503 0.186
H -0.606 1.802 2.398 0.290
H -1.206 2.282 0.112 0.424
H -1.993 0.853 0.511 0.412
H 1.851 -1.757 -1.662 0.331
H 0.598 -0.785 -2.635 0.349
H 2.074 -0.186 -2.509 0.385
H 1.417 -0.086 0.255 0.454
H -0.748 0.643 -1.717 0.425
H -1.537 -1.785 2.069 0.315
H -0.679 -2.240 0.992 0.293
O -0.855 -2.454 1.936 -0.601


Record 8
17
Properties=species:S:1:pos:R:3:mulliken_charge:R:1 method="wB97M-V/def2-TZVPD" s2=0.756 spin_multiplicity=2 homo_ha="-0.5200 / -0.5178" charge=+1 total_energy_ev=-7853.2281 relative_energy_kj_mol=300.4
C 0.625 0.056 0.733 -0.448
C 0.219 -0.243 -0.703 0.209
C 0.379 -1.823 -1.028 -1.224
O 0.974 0.457 -1.637 -0.566
C -0.243 1.335 1.234 -0.523
N -1.749 1.286 1.371 -0.144
H 0.719 -0.788 1.517 0.412
H 1.585 0.490 0.533 0.363
H -0.846 -0.033 -1.022 0.200
H 1.426 -2.234 -0.792 0.345
H 0.603 -1.868 -2.152 0.298
H -0.340 -2.429 -0.507 0.368
H 0.719 0.135 -2.578 0.351
H 0.288 1.552 2.239 0.325
H -0.007 2.174 0.531 0.366
H -2.309 1.552 0.575 0.351
H -2.040 0.382 1.686 0.318


Record 9
17
Properties=species:S:1:pos:R:3:mulliken_charge:R:1 method="wB97M-V/def2-TZVPD" s2=0.760 spin_multiplicity=2 homo_ha="-0.5474 / -0.5473" charge=+1 total_energy_ev=-7851.4117 relative_energy_kj_mol=475.7
C 1.258 1.799 0.391 -1.339
C -0.045 0.958 0.162 0.208
C -0.346 0.791 -1.326 -0.607
C -0.743 -1.534 -1.269 -0.095
N -0.122 -0.586 -1.819 0.031
H 2.114 1.265 0.020 0.416
H 1.329 2.685 -0.251 0.396
H 1.260 2.203 1.427 0.346
H -0.749 1.276 0.854 0.571
H 0.195 -0.138 0.559 -0.377
H 0.388 1.498 -1.942 0.346
H -1.203 1.165 -1.654 0.373
H -1.475 -1.693 -0.585 0.350
H -0.880 -2.328 -1.960 0.311
H 0.406 -1.000 2.286 0.364
H -1.027 -1.231 2.683 0.324
O -0.030 -1.460 2.943 -0.616


Record 10
18
Properties=species:S:1:pos:R:3:mulliken_charge:R:1 method="wB97M-V/def2-TZVPD" s2=0.754 spin_multiplicity=2 homo_ha="0.0174 / -0.1150" charge=-1 total_energy_ev=-9908.6129 relative_energy_kj_mol=272.6
C 0.066 -1.525 -0.185 -0.911
C -1.020 -0.708 0.540 -0.117
C -2.256 -0.698 0.192 -0.596
N -3.177 0.199 0.659 -0.593
C -3.949 -0.161 1.717 -0.778
H 0.248 -1.113 -1.178 0.222
H -0.193 -2.585 -0.300 0.251
H 1.022 -1.586 0.287 0.225
H -0.674 -0.071 1.349 0.264
H -2.638 -1.285 -0.589 0.430
H -3.839 -1.104 2.236 0.282
H -4.692 0.510 2.072 0.325
H 2.867 3.570 -2.849 0.317
H 1.744 2.629 -3.287 0.336
O 2.574 3.001 -3.566 -0.656
H 5.443 0.303 1.382 0.311
H 4.233 -0.517 1.268 0.326
O 5.189 -0.599 1.305 -0.639


Record 11
18
Properties=species:S:1:pos:R:3:mulliken_charge:R:1 method="wB97M-V/def2-TZVPD" homo_ha=-0.3437 smiles=C[C@@H](O)[C@@H](N)CO total_energy_ev=-9910.9829 relative_energy_kj_mol=121.5
C 2.037 0.896 -0.476 -1.318
C 0.771 0.947 0.364 -0.039
O -0.113 1.900 -0.243 -0.561
C 0.068 -0.409 0.532 0.470
N -1.050 -0.234 1.485 -0.689
C -0.354 -1.011 -0.809 -1.013
O -1.230 -2.105 -0.780 -0.550
H 2.498 1.878 -0.520 0.357
H 2.710 0.197 0.032 0.336
H 1.821 0.528 -1.475 0.344
H 0.917 1.220 1.411 0.382
H -0.487 2.465 0.446 0.318
H 0.814 -1.024 1.045 0.437
H -1.932 -0.091 1.042 0.214
H -1.074 -1.084 2.033 0.273
H 0.563 -1.313 -1.312 0.324
H -0.779 -0.189 -1.403 0.367
H -2.154 -1.817 -0.726 0.347


Record 12
18
Properties=species:S:1:pos:R:3:mulliken_charge:R:1 method="wB97M-V/def2-TZVPD" homo_ha=-0.2703 total_energy_ev=-9902.3835 relative_energy_kj_mol=951.2
C -2.848 -0.344 -0.678 -0.773
N -1.948 -0.977 0.364 -0.307
C 1.687 0.284 0.262 -1.258
C -0.552 -0.948 -0.073 -0.659
C 0.163 0.359 0.200 0.820
O -0.259 1.244 -0.878 -0.501
H -3.906 -0.626 -0.548 0.305
H -2.501 -0.733 -1.659 0.326
H -2.660 0.751 -0.741 0.316
H -2.089 -0.706 1.407 0.328
H 1.967 -0.726 -0.212 0.254
H 2.136 0.128 1.301 0.292
H 2.223 1.066 -0.333 0.311
H -0.068 -1.876 0.193 0.358
H -0.345 0.783 1.122 0.268
H 5.191 0.967 1.021 0.221
H -0.474 0.505 -1.533 0.371
O 4.282 0.850 0.784 -0.673


Record 13
18
Properties=species:S:1:pos:R:3:mulliken_charge:R:1 method="wB97M-V/def2-TZVPD" homo_ha=-0.3029 smiles="C=CC(=C)N.O.O" total_energy_ev=-9908.8748 relative_energy_kj_mol=324.9
C 1.677 -0.053 -1.485 -0.749
C 0.705 0.098 -0.629 -0.019
C -0.051 1.564 -0.462 0.653
C -0.147 2.637 -1.316 -1.005
N -0.730 1.450 0.744 -0.585
H 2.115 -1.118 -1.368 0.238
H 2.044 0.679 -2.225 0.261
H 0.224 -0.668 -0.009 0.190
H 0.395 2.590 -2.291 0.144
H -0.522 3.616 -1.240 0.324
H -1.254 0.652 0.951 0.286
H -1.426 2.205 0.826 0.230
O 1.665 -2.468 1.533 -0.624
H 1.280 -1.631 1.387 0.368
H 1.340 -2.951 2.292 0.302
O -2.562 -1.989 1.344 -0.660
H -2.956 -1.983 0.478 0.321
H -1.795 -2.630 1.469 0.324


Record 14
18
Properties=species:S:1:pos:R:3:mulliken_charge:R:1 method="wB97M-V/def2-TZVPD" homo_ha=-0.3488 smiles="CCC(=O)NC.O" total_energy_ev=-9911.2495 relative_energy_kj_mol=95.7
C -0.507 0.669 1.828 -1.004
C -1.452 0.604 0.584 -0.256
C -0.778 -0.263 -0.469 0.345
O 0.420 -0.349 -0.587 -0.574
N -1.669 -1.166 -1.058 -0.184
C -1.329 -1.869 -2.243 -0.810
H -1.034 1.261 2.577 0.346
H 0.383 1.251 1.582 0.162
H -0.162 -0.349 1.995 0.340
H -2.392 0.156 0.884 0.299
H -1.531 1.590 0.128 0.236
H -2.405 -1.500 -0.469 0.240
H -0.456 -1.361 -2.671 0.287
H -1.003 -2.919 -2.183 0.277
H -2.143 -1.900 -2.974 0.297
O 4.298 1.851 1.556 -0.624
H 5.038 2.414 1.314 0.320
H 3.533 2.142 1.097 0.304